The following is a DFT calculation (ωB97M-V/def2-TZVPD) of an isolated ion of composition C5H14N and charge +2 at a distorted geometry.

Last column: natural (NBO) charge in e.
Positions of all 20 atoms, in Å:
C1 -1.437967 1.614715 -0.759473  -0.624
C2 -0.205207 0.783622 -0.386477  -0.034
C3 -0.654481 -0.681179 -0.358122  -0.318
C4 0.298980 -1.630443 0.557639  -0.297
C5 1.662254 -1.612098 -0.098614  -0.617
N1 0.316417 1.378290 0.961163  -0.686
H1 -1.326637 2.055568 -1.752517  0.305
H2 -2.307547 0.922267 -0.778295  0.270
H3 -1.709878 2.349215 -0.003838  0.265
H4 0.644372 0.912038 -1.062838  0.259
H5 -0.760298 -0.994654 -1.412787  0.303
H6 -1.727359 -0.799162 -0.103435  0.312
H7 -0.267436 -2.574021 0.444498  0.339
H8 0.109015 -1.408156 1.614140  0.255
H9 2.343930 -2.244650 0.513970  0.371
H10 2.122702 -0.620994 -0.009040  0.243
H11 1.607077 -2.050314 -1.084362  0.278
H12 1.040431 0.810036 1.394935  0.447
H13 0.715380 2.284500 0.707709  0.470
H14 -0.463748 1.505419 1.615744  0.459

Atomic forces in eV per Å
-0.594 -1.135 -0.318
1.052 0.957 0.722
-1.523 0.549 -1.745
0.249 -0.915 0.732
-1.198 0.546 0.901
-0.586 -0.796 -0.977
-0.057 -0.054 0.073
0.027 0.559 -0.328
0.186 0.164 0.030
-0.236 -0.034 0.036
0.667 0.150 0.170
0.449 -0.535 1.112
-0.246 0.084 -0.488
0.848 0.261 -0.096
-0.150 -0.189 0.328
0.420 -0.266 -0.455
0.233 0.288 -0.362
0.193 0.033 0.217
0.028 0.218 0.356
0.238 0.116 0.091

Calculated values
maximum force: 2.38 eV/A
LUMO energy (spin up / spin down): -0.2754 / -0.5401 Ha
net charge: +2
spin multiplicity: 2
relative energy (zero: lowest compared OMol25 entry of this formula, charge and spin): 164.7 kJ/mol

The following is a DFT calculation (ωB97M-V/def2-TZVPD) of an isolated ion of composition C5H14N2 and charge -1 at a distorted geometry.

Last column: natural (NBO) charge in e.
Positions of all 21 atoms, in Å:
N1 0.634753 0.845875 -1.718275  -1.034
C1 0.416420 -0.036787 -0.533428  -0.242
C2 -1.036289 -0.410634 0.071013  -0.505
C3 -1.702299 0.742855 0.791277  -0.577
C4 -1.016414 1.036430 2.132186  -0.695
C5 1.166101 -1.470644 -0.689657  -0.238
N2 2.448065 -1.426680 -1.504412  -0.864
H1 0.623618 1.834744 -1.400298  0.299
H2 -0.136226 0.592579 -2.376478  0.330
H3 1.140400 0.235107 0.332805  0.173
H4 -1.169441 -1.446392 0.484949  0.200
H5 -1.721729 -0.501781 -0.733207  0.201
H6 -1.628111 1.604083 0.304040  0.189
H7 -2.761485 0.572581 1.176422  0.178
H8 -0.864451 0.239026 2.852484  0.184
H9 -1.616112 1.762064 2.675207  0.185
H10 -0.009679 1.556828 1.992692  0.187
H11 0.362941 -2.090074 -1.159483  0.156
H12 1.426738 -1.831412 0.251530  0.167
H13 3.188649 -1.190228 -0.884971  0.332
H14 2.254551 -0.617538 -2.064395  0.374

Atomic forces in eV per Å
-1.187 -1.424 1.230
2.407 -2.221 2.421
0.291 0.876 -1.285
-0.225 -4.023 5.313
1.493 1.632 0.265
-1.035 1.243 -3.288
-2.471 -0.721 0.407
-0.437 -0.409 -0.508
0.652 1.005 0.445
-1.721 0.985 -1.272
0.854 1.080 0.476
-0.301 -0.345 -1.804
-0.055 3.452 -2.747
0.869 -0.158 -1.408
-0.048 -0.615 -0.303
-0.161 0.357 0.175
-1.083 -0.745 0.076
1.070 -0.242 0.133
0.010 -0.735 1.789
0.641 0.365 0.573
0.438 0.643 -0.689

Calculated values
maximum force: 6.67 eV/A
LUMO energy (spin up / spin down): 0.1596 / 0.1505 Ha
net charge: -1
spin multiplicity: 2
relative energy (zero: lowest compared OMol25 entry of this formula, charge and spin): 170.5 kJ/mol

The following is a DFT calculation (ωB97M-V/def2-TZVPD) of one molecule with the formula C5H14N2 at a distorted geometry.

Last column: natural (NBO) charge in e.
Positions of all 21 atoms, in Å:
C1 1.765131 0.154548 -0.491466  -0.210
C2 1.181985 0.451740 0.933850  -0.410
C3 -0.262265 -0.144657 1.209099  -0.417
C4 -0.934590 -0.778124 0.018430  -0.440
C5 -1.629526 0.250151 -0.875771  -0.218
N1 -2.416174 1.269362 -0.122350  -0.844
N2 2.269246 -1.212864 -0.454424  -0.901
H1 0.987777 0.224137 -1.257367  0.167
H2 2.513723 0.878164 -0.794450  0.180
H3 1.279072 1.522584 1.075847  0.203
H4 1.962786 0.088344 1.589295  0.200
H5 -0.771687 0.715142 1.601797  0.237
H6 -0.197922 -0.896968 2.004569  0.197
H7 -0.256273 -1.391121 -0.631387  0.234
H8 -1.612360 -1.485971 0.516165  0.207
H9 -0.936952 0.903361 -1.510846  0.183
H10 -2.173654 -0.260116 -1.691917  0.170
H11 -3.226513 0.837203 0.292910  0.347
H12 -2.754973 1.990522 -0.742532  0.358
H13 3.079552 -1.315537 -1.042847  0.374
H14 2.133622 -1.799908 0.373388  0.382

Atomic forces in eV per Å
-1.097 -0.875 1.347
0.422 0.069 -1.478
2.714 0.396 0.324
-0.086 0.047 -0.327
0.061 1.465 -1.349
0.300 -0.874 -0.242
0.050 0.049 -0.777
-0.047 0.136 0.111
0.455 0.057 0.298
-0.749 0.370 0.081
-0.086 -0.469 0.490
-0.930 -0.016 0.078
0.117 0.225 -0.045
-0.394 0.491 0.759
-0.510 0.119 -0.816
-0.227 -1.066 1.172
-0.333 -0.083 0.523
-0.253 -0.076 0.161
0.018 0.004 -0.124
0.044 -0.726 0.533
0.533 0.757 -0.718

Calculated values
maximum force: 2.76 eV/A
SMILES: NCCCCCN
LUMO energy: 0.0432 Ha
net charge: 0
relative energy (zero: lowest compared OMol25 entry of this formula, charge and spin): 129.6 kJ/mol

The following is a DFT calculation (ωB97M-V/def2-TZVPD) of one molecule with the formula C5H14N2 at a distorted geometry.

Last column: natural (NBO) charge in e.
Positions of all 21 atoms, in Å:
C1 1.713365 1.060674 -0.802828  -0.414
N1 0.702813 1.383209 0.157021  -0.437
C2 0.387219 2.816820 0.223135  -0.406
C3 -0.496354 0.601635 -0.014727  -0.223
C4 -0.339253 -0.827230 0.511074  -0.224
N2 -0.971615 -1.852028 -0.264516  -0.629
C5 -1.237049 -3.094573 0.419250  -0.400
H1 2.048287 0.021581 -0.725360  0.198
H2 1.385041 1.172539 -1.856921  0.154
H3 2.592635 1.695087 -0.675606  0.200
H4 -0.280016 3.038378 -0.624828  0.164
H5 1.280218 3.403631 0.041733  0.200
H6 -0.092897 2.970025 1.180407  0.204
H7 -0.878294 0.607162 -1.051086  0.165
H8 -1.265571 1.098682 0.578953  0.197
H9 0.708756 -1.059012 0.756176  0.165
H10 -0.810253 -0.834379 1.502471  0.186
H11 -0.516272 -1.976534 -1.158399  0.354
H12 -1.755141 -2.831623 1.344041  0.191
H13 -0.344332 -3.671825 0.700582  0.158
H14 -1.831287 -3.722218 -0.240571  0.199

Atomic forces in eV per Å
0.435 -0.138 -0.797
0.299 0.299 0.408
-0.067 -1.288 -1.104
-0.218 -0.062 0.165
0.213 -0.127 1.145
-0.427 0.350 -0.683
0.389 0.180 -0.046
-0.105 0.059 0.233
-0.115 0.159 0.106
-0.047 -0.039 0.111
-0.253 0.406 0.248
0.170 0.140 0.518
-0.056 0.601 0.060
0.207 -0.062 -0.096
-0.136 -0.082 -0.075
0.163 0.233 -0.301
-0.060 -0.134 -0.095
0.017 -0.103 0.034
-0.256 -0.354 -0.116
0.117 0.062 0.041
-0.268 -0.101 0.245

Calculated values
maximum force: 1.70 eV/A
SMILES: CNCCN(C)C
LUMO energy: 0.0413 Ha
net charge: 0
relative energy (zero: lowest compared OMol25 entry of this formula, charge and spin): 133.9 kJ/mol

The following is a DFT calculation (ωB97M-V/def2-TZVPD) of a 3-piece molecular cluster, C5H14N2 overall at a distorted geometry.

Last column: natural (NBO) charge in e.
Positions of all 21 atoms, in Å:
C1 -0.143634 -1.008247 1.663721  -0.609
C2 -0.884093 -0.467120 0.460622  -0.162
C3 -0.563075 0.663967 -0.429555  -0.394
C4 -0.141699 -0.709782 -0.878301  -0.427
C5 2.697286 1.335516 -0.656052  -0.489
N1 2.110248 0.502537 0.350364  -0.523
N2 -3.447622 -0.486722 -0.229531  -0.904
H1 -0.861889 -1.250066 2.444961  0.218
H2 0.479830 -1.841022 1.377291  0.220
H3 0.510853 -0.258563 2.122685  0.222
H4 -4.419910 -0.642756 0.050372  0.335
H5 -1.438358 1.085125 -0.945986  0.254
H6 0.016064 1.450548 0.060374  0.258
H7 -0.738297 -1.291656 -1.573417  0.198
H8 0.878184 -0.669769 -1.240026  0.234
H9 3.348094 0.757260 -1.335228  0.224
H10 1.927255 1.803791 -1.267997  0.205
H11 3.343294 2.112274 -0.251827  0.192
H12 2.739290 0.548496 1.158110  0.318
H13 -3.406910 -0.910582 -1.159714  0.321
H14 -2.004901 -0.723229 0.279132  0.311

Atomic forces in eV per Å
-0.716 1.269 0.432
3.119 -1.791 -0.723
-2.505 0.511 0.505
-0.733 0.431 -1.002
-0.018 0.244 0.180
0.269 0.073 -0.162
-0.100 1.062 -0.886
0.033 -0.353 0.129
-0.116 -0.353 0.165
0.027 0.221 -0.183
0.273 -0.555 0.502
0.228 0.132 -0.025
0.673 -0.344 -0.153
-0.400 0.743 -0.409
0.431 -0.839 1.266
-0.052 -0.226 0.008
0.048 -0.083 -0.185
0.107 0.269 0.012
-0.124 -0.061 0.048
0.135 -0.204 0.059
-0.578 -0.145 0.424

Calculated values
maximum force: 3.67 eV/A
LUMO energy: -0.1332 Ha
net charge: 0
relative energy (zero: lowest compared OMol25 entry of this formula, charge and spin): 1004.0 kJ/mol

The following is a DFT calculation (ωB97M-V/def2-TZVPD) of one molecule with the formula C5H14N2 at a distorted geometry.

Last column: natural (NBO) charge in e.
Positions of all 21 atoms, in Å:
C1 0.974161 0.168973 -0.184998  -0.235
N1 0.112394 -0.140806 -1.312371  -0.474
C2 -0.429551 -1.529196 -1.206945  -0.473
C3 -0.744040 0.777291 -1.928098  -0.398
C4 0.146351 0.594469 1.113648  -0.057
C5 1.124201 0.115002 2.307319  -0.617
N2 -1.215646 -0.074257 1.194734  -0.866
H1 1.849110 -0.388383 0.154970  0.224
H2 1.605965 1.076117 -0.633826  0.200
H3 0.377487 -2.143848 -1.682570  0.199
H4 -1.320740 -1.659212 -1.839258  0.210
H5 -0.401745 -2.043725 -0.247922  0.215
H6 -1.492328 1.266296 -1.273357  0.157
H7 -0.167458 1.720243 -2.267156  0.194
H8 -1.245664 0.413993 -2.793539  0.206
H9 -0.008676 1.577887 1.136987  0.167
H10 2.110833 0.668948 2.155010  0.196
H11 1.208377 -0.938855 2.239324  0.207
H12 0.823332 0.363254 3.336417  0.210
H13 -1.485216 -0.462736 0.204301  0.378
H14 -1.821149 0.638545 1.527330  0.358

Atomic forces in eV per Å
-0.273 4.668 -0.937
0.742 -3.830 1.122
2.411 -0.695 -2.126
0.703 4.085 0.538
1.535 -5.464 0.742
-0.358 2.727 -0.703
1.742 -1.154 -2.330
-0.710 -1.489 -0.848
-1.414 -1.039 1.375
-0.695 0.066 -0.245
0.093 -0.023 0.700
-0.904 0.731 0.520
-0.232 -0.434 0.076
-0.445 -1.470 0.239
-0.213 -0.659 -0.616
-0.296 4.078 0.121
-1.003 -1.013 0.104
0.375 -1.009 -0.124
-0.327 0.049 -0.440
0.284 1.549 2.946
-1.015 0.326 -0.115

Calculated values
maximum force: 5.72 eV/A
SMILES: C[C@H](N)CN(C)C
LUMO energy: 0.0364 Ha
net charge: 0
relative energy (zero: lowest compared OMol25 entry of this formula, charge and spin): 284.0 kJ/mol

no.,DFT total energy (eV)
1,-6880.341
2,-8389.219
3,-8391.275
4,-8391.231
5,-8382.213
6,-8389.676